Entry 1:
ORCA calculation (ωB97M-V/def2-TZVPD) on a cluster of 6 separate species, C35H34BF5O4 in total.

Properties
Total energy ... -59302.44646 eV
Structure (SMILES) ... COB(O)[C@H]1COC(=O)C1.Fc1ccccc1.Fc1ccccc1.Fc1ccccc1.Fc1ccccc1.Fc1ccccc1
HOMO-LUMO gap ... 9.27 eV
Total charge ... 0
Highest occupied orbital energy ... -8.9 eV

Geometry (Å):
C (-1.213, -2.446, -0.035)
O (-2.383, -1.802, -0.520)
B (-2.786, -0.663, 0.113)
O (-1.899, 0.282, 0.600)
C (-4.353, -0.431, 0.237)
C (-5.078, -1.179, -0.902)
O (-5.416, -2.467, -0.412)
C (-5.247, -2.556, 0.922)
O (-5.449, -3.589, 1.530)
C (-4.841, -1.212, 1.468)
H (-1.424, -3.118, 0.792)
H (-0.838, -3.073, -0.834)
H (-0.432, -1.755, 0.256)
H (-1.367, 0.014, 1.347)
H (-4.638, 0.611, 0.244)
H (-4.545, -1.212, -1.843)
H (-6.018, -0.671, -1.137)
H (-4.031, -1.320, 2.183)
H (-5.650, -0.722, 1.995)
F (0.263, -2.201, -2.983)
C (-0.658, -1.757, -3.866)
C (-1.625, -2.630, -4.319)
C (-2.572, -2.165, -5.219)
C (-2.537, -0.847, -5.653)
C (-1.553, 0.011, -5.183)
C (-0.605, -0.442, -4.278)
H (-1.633, -3.654, -3.969)
H (-3.340, -2.835, -5.580)
H (-3.277, -0.490, -6.357)
H (-1.523, 1.038, -5.521)
H (0.166, 0.212, -3.892)
F (1.468, -0.492, 1.320)
C (2.482, -0.467, 0.419)
C (3.586, 0.315, 0.680)
C (4.620, 0.340, -0.244)
C (4.532, -0.409, -1.410)
C (3.407, -1.186, -1.653)
C (2.372, -1.221, -0.731)
H (3.631, 0.899, 1.589)
H (5.495, 0.947, -0.053)
H (5.338, -0.383, -2.131)
H (3.330, -1.765, -2.563)
H (1.491, -1.822, -0.900)
F (4.774, 6.854, 0.789)
C (3.872, 5.858, 0.645)
C (2.813, 5.781, 1.526)
C (1.892, 4.754, 1.368)
C (2.047, 3.826, 0.347)
C (3.122, 3.925, -0.525)
C (4.042, 4.951, -0.380)
H (2.716, 6.511, 2.318)
H (1.053, 4.678, 2.046)
H (1.330, 3.024, 0.232)
H (3.248, 3.200, -1.318)
H (4.876, 5.045, -1.056)
F (-9.537, -5.436, 7.307)
C (-8.821, -5.210, 6.184)
C (-9.482, -4.821, 5.037)
C (-8.740, -4.588, 3.887)
C (-7.361, -4.749, 3.894)
C (-6.723, -5.145, 5.062)
C (-7.452, -5.375, 6.220)
H (-10.558, -4.706, 5.050)
H (-9.243, -4.278, 2.981)
H (-6.785, -4.565, 2.996)
H (-5.649, -5.275, 5.072)
H (-6.972, -5.679, 7.140)
F (6.550, 3.598, -2.134)
C (7.707, 3.875, -1.492)
C (8.808, 3.083, -1.743)
C (9.997, 3.368, -1.089)
C (10.067, 4.428, -0.196)
C (8.944, 5.208, 0.042)
C (7.750, 4.937, -0.609)
H (8.730, 2.260, -2.441)
H (10.871, 2.761, -1.279)
H (10.996, 4.645, 0.313)
H (8.995, 6.032, 0.740)
H (6.874, 5.542, -0.435)


Entry 2:
ORCA calculation (ωB97M-V/def2-TZVPD) on a cluster of 8 separate species, C28H75N3O11 in total.

Properties
Total energy ... -57237.60524 eV
Energy above the lowest of the compared OMol25 structures with the same formula, charge and spin ... 58.80 kcal per mole
Structure (SMILES) ... COCCNCCOC.COCCNCCOC.COCCNCCOC.CCO.CCO.CCO.CCO.CCO
HOMO-LUMO gap ... 9.20 eV
Total charge ... 0
Highest occupied orbital energy ... -8.5 eV

Geometry (Å):
C (13.930, 21.783, 18.025)
C (12.659, 22.259, 18.595)
O (12.142, 21.233, 19.426)
H (14.000, 20.916, 17.368)
H (14.618, 21.647, 18.860)
H (14.450, 22.523, 17.416)
H (11.877, 22.490, 17.872)
H (12.796, 23.202, 19.124)
H (11.677, 20.633, 18.838)
C (9.156, 17.148, 14.406)
C (10.241, 16.121, 14.225)
O (10.007, 15.624, 12.981)
H (8.176, 16.731, 14.174)
H (9.468, 18.013, 13.820)
H (9.060, 17.516, 15.427)
H (10.104, 15.330, 14.961)
H (11.222, 16.565, 14.399)
H (10.262, 14.698, 12.967)
C (8.342, 20.319, 16.765)
C (9.279, 20.874, 17.774)
O (10.519, 20.211, 17.621)
H (7.467, 20.968, 16.798)
H (8.112, 19.302, 17.082)
H (8.839, 20.329, 15.795)
H (8.911, 20.572, 18.755)
H (9.568, 21.925, 17.758)
H (10.841, 20.480, 16.757)
C (12.063, 19.029, 14.990)
C (11.781, 20.438, 14.383)
O (11.390, 21.379, 15.367)
H (12.792, 19.027, 15.800)
H (12.415, 18.359, 14.206)
H (11.124, 18.687, 15.425)
H (10.944, 20.342, 13.691)
H (12.647, 20.652, 13.757)
H (11.296, 22.270, 15.022)
C (13.919, 18.269, 19.617)
C (15.289, 17.755, 20.066)
O (15.529, 16.530, 19.464)
H (13.260, 17.444, 19.887)
H (13.720, 18.526, 18.576)
H (13.604, 19.080, 20.273)
H (15.290, 17.532, 21.133)
H (16.106, 18.424, 19.794)
H (16.285, 16.167, 19.930)
C (13.816, 25.910, 7.953)
O (12.759, 25.368, 8.669)
C (11.906, 24.444, 8.037)
C (10.707, 24.109, 8.919)
N (11.078, 23.514, 10.188)
C (10.130, 22.945, 11.132)
C (9.589, 21.581, 10.607)
O (8.414, 21.195, 11.292)
C (8.448, 20.994, 12.746)
H (13.449, 26.603, 7.196)
H (14.402, 25.167, 7.412)
H (14.484, 26.509, 8.572)
H (12.552, 23.577, 7.894)
H (11.625, 24.796, 7.044)
H (10.018, 23.456, 8.385)
H (10.082, 24.995, 9.032)
H (11.838, 24.076, 10.544)
H (9.310, 23.574, 11.479)
H (10.605, 22.805, 12.103)
H (10.392, 20.862, 10.768)
H (9.447, 21.550, 9.527)
H (8.599, 19.950, 13.019)
H (7.436, 21.277, 13.037)
H (9.110, 21.701, 13.247)
C (15.152, 17.031, 15.942)
O (16.445, 16.873, 15.502)
C (17.410, 16.607, 16.486)
C (17.375, 15.171, 17.031)
N (18.132, 14.263, 16.227)
C (18.303, 12.983, 16.878)
C (17.084, 11.980, 16.993)
O (17.555, 10.685, 17.380)
C (18.295, 9.948, 16.388)
H (14.894, 16.141, 16.516)
H (14.362, 17.037, 15.191)
H (15.097, 17.954, 16.519)
H (17.272, 17.296, 17.319)
H (18.449, 16.784, 16.210)
H (16.381, 14.752, 17.190)
H (17.889, 15.233, 17.990)
H (17.606, 14.154, 15.372)
H (18.705, 13.059, 17.889)
H (19.046, 12.413, 16.320)
H (16.636, 12.003, 15.999)
H (16.326, 12.399, 17.655)
H (17.874, 10.079, 15.391)
H (18.194, 8.868, 16.493)
H (19.366, 10.146, 16.423)
C (13.960, 24.022, 11.666)
O (13.222, 24.672, 12.687)
C (13.496, 24.163, 14.022)
C (12.450, 24.688, 15.030)
N (11.135, 24.038, 14.752)
C (10.082, 24.424, 15.727)
C (8.680, 23.939, 15.371)
O (8.125, 24.885, 14.514)
C (7.095, 24.307, 13.691)
H (13.488, 23.046, 11.553)
H (14.991, 23.823, 11.958)
H (13.930, 24.531, 10.703)
H (14.494, 24.419, 14.377)
H (13.347, 23.085, 13.953)
H (12.365, 25.771, 14.938)
H (12.767, 24.464, 16.049)
H (10.778, 24.415, 13.885)
H (10.217, 25.499, 15.843)
H (10.363, 24.095, 16.727)
H (8.045, 23.798, 16.245)
H (8.655, 22.912, 15.007)
H (6.455, 25.115, 13.336)
H (6.473, 23.527, 14.130)
H (7.594, 23.934, 12.796)


Entry 3:
ORCA calculation (ωB97M-V/def2-TZVPD) on a structure of composition C32H51N4O2P2Ru.

Properties
Total energy ... -65199.36635 eV
Multiplicity ... 5
HOMO-LUMO gap (alpha / beta) ... 7.38 / 4.37 eV
Total charge ... +3
Highest occupied orbital energy (alpha / beta) ... -15.7 / -17.4 eV

Geometry (Å):
C (-1.554, -1.613, -1.639)
C (0.641, -2.375, -1.486)
C (-1.833, -2.486, -2.690)
C (0.355, -3.414, -2.412)
C (-0.879, -3.452, -3.028)
H (-2.791, -2.374, -3.197)
H (1.166, -4.097, -2.647)
H (-1.111, -4.188, -3.798)
N (-0.424, -1.713, -0.924)
P (-2.260, 0.034, 0.457)
P (2.368, -0.664, -0.030)
C (-2.440, -0.427, -1.333)
H (-2.098, 0.424, -1.944)
H (-3.469, -0.646, -1.630)
C (0.481, 1.372, 1.510)
O (0.686, 2.330, 2.159)
C (1.932, -1.949, -1.162)
H (2.738, -2.580, -1.543)
C (3.780, 0.169, -1.018)
C (3.047, -1.278, 1.636)
C (-3.082, 1.731, 0.505)
C (-3.387, -1.290, 1.275)
C (3.615, 1.676, -0.799)
H (3.676, 1.956, 0.259)
H (4.421, 2.196, -1.336)
H (2.660, 2.029, -1.201)
C (5.206, -0.265, -0.636)
H (5.499, -0.032, 0.390)
H (5.378, -1.330, -0.834)
H (5.896, 0.294, -1.289)
C (3.666, -0.147, -2.515)
H (4.471, 0.390, -3.035)
H (3.803, -1.214, -2.718)
H (2.713, 0.175, -2.939)
C (3.717, -0.089, 2.361)
H (2.990, 0.714, 2.563)
H (4.111, -0.446, 3.325)
H (4.552, 0.347, 1.800)
C (1.826, -1.726, 2.455)
H (1.028, -0.947, 2.400)
H (1.408, -2.671, 2.083)
H (2.121, -1.837, 3.509)
C (3.991, -2.466, 1.442)
H (4.951, -2.181, 1.002)
H (4.195, -2.905, 2.429)
H (3.524, -3.236, 0.814)
C (-3.990, -0.768, 2.584)
H (-4.514, -1.603, 3.076)
H (-3.194, -0.433, 3.259)
H (-4.724, 0.032, 2.438)
C (-2.485, -2.486, 1.611)
H (-2.000, -2.898, 0.718)
H (-1.715, -2.184, 2.331)
H (-3.098, -3.277, 2.068)
C (-4.524, -1.780, 0.365)
H (-5.154, -2.461, 0.960)
H (-5.173, -0.970, 0.011)
H (-4.154, -2.351, -0.495)
C (-2.330, 2.676, -0.448)
H (-2.493, 2.430, -1.504)
H (-2.687, 3.703, -0.284)
H (-1.251, 2.663, -0.243)
C (-2.954, 2.314, 1.923)
H (-1.902, 2.405, 2.220)
H (-3.400, 3.320, 1.921)
H (-3.478, 1.715, 2.673)
C (-4.560, 1.656, 0.096)
H (-4.690, 1.286, -0.930)
H (-5.162, 1.042, 0.777)
H (-4.976, 2.675, 0.132)
Ru (0.133, -0.118, 0.534)
N (0.345, 0.591, -1.161)
C (0.655, 0.946, -2.236)
C (0.722, 1.872, -3.317)
C (0.582, 3.250, -3.045)
C (0.892, 1.430, -4.643)
C (0.611, 4.170, -4.091)
H (0.450, 3.583, -2.010)
C (0.938, 2.365, -5.679)
H (0.983, 0.359, -4.835)
C (0.794, 3.730, -5.406)
H (0.488, 5.231, -3.875)
H (1.087, 2.024, -6.704)
H (0.824, 4.454, -6.220)
N (-1.458, -0.873, 5.574)
C (-0.841, -0.140, 4.608)
N (0.033, 0.810, 5.057)
O (-1.055, -0.321, 3.390)
H (-1.188, -0.795, 6.543)
H (-2.045, -1.639, 5.278)
H (0.377, 1.461, 4.363)
H (-0.002, 1.109, 6.023)


Entry 4:
ORCA calculation (ωB97M-V/def2-TZVPD) on a cluster of 2 separate species, C2H4Cl2FNS in total.

Properties
Total energy ... -42223.96861 eV
Energy above the lowest of the compared OMol25 structures with the same formula, charge and spin ... 0.00 kcal per mole
Structure (SMILES) ... ClCCl.FCN=S
HOMO-LUMO gap ... 7.31 eV
Total charge ... 0
Highest occupied orbital energy ... -8.8 eV

Geometry (Å):
C (-2.937, -0.886, 0.034)
C (3.282, 0.732, -0.079)
N (-2.041, 0.291, -0.233)
F (-3.432, -1.330, -1.163)
S (-1.430, 1.079, 0.943)
Cl (3.155, -0.959, 0.416)
Cl (2.272, 0.937, -1.532)
H (-3.819, -0.716, 0.704)
H (-2.336, -1.551, 0.460)
H (2.887, 1.378, 0.734)
H (4.400, 1.024, -0.284)


Question: Which of these has the highest total charge?
Answer: C32H51N4O2P2Ru


Question: Which value of total charge does entry 1 give?
Answer: 0